Entry 1:
The following is a DFT calculation (the ωB97M-V functional and the def2-TZVPD basis) of an isolated molecule of C7H6S in a non-equilibrium geometry.

CARTESIAN COORDINATES (ANGSTROEM)
C (-0.598, -0.127, 1.539)
C (-0.106, -0.050, 0.100)
C (-1.342, 0.027, -0.929)
C (0.722, -1.190, -0.411)
C (1.627, -1.995, -0.754)
C (0.534, 1.282, -0.210)
C (1.103, 2.277, -0.678)
H (-1.569, 0.525, 1.690)
H (-0.807, -1.235, 1.649)
H (0.210, 0.297, 2.460)
H (-0.942, 0.148, -1.969)
H (2.183, -2.922, -0.995)
H (1.888, 3.094, -0.935)
S (-2.901, -0.131, -0.559)

Atoms 1-2, force components in eV/Å:
0.3 0.5 2.8
-0.8 1.8 -1.6

Values from the calculation:
ΔE to the lowest compared entry with this formula, charge and spin	129.2	kcal/mol
SMILES string	C#CC(C)(C#C)C=S
E_tot	-668.2933	a.u.

In elementary charge units, the Mulliken charges are: C -1.080; C 1.711; C -0.435; C -0.908; C -0.176; C -0.950; C 0.048; H 0.304; H 0.316; H 0.276; H 0.318; H 0.414; H 0.362; S -0.200


Entry 2:
The following is a DFT calculation (the ωB97M-V functional and the def2-TZVPD basis) of a structure of composition C47H53BrKN5O2P2 in a non-equilibrium geometry.

CARTESIAN COORDINATES (ANGSTROEM)
K (1.138, -1.588, -0.362)
N (3.848, -1.036, 0.686)
C (5.053, -1.862, 0.280)
C (4.609, -3.174, -0.294)
N (3.713, -3.038, -1.458)
C (2.941, -4.259, -1.732)
C (2.038, -4.164, -3.027)
N (0.830, -3.407, -2.761)
C (4.472, -2.582, -2.607)
C (3.805, -1.571, -3.589)
N (3.585, -0.177, -3.136)
H (3.729, -1.088, 1.729)
H (4.087, -0.087, 0.478)
H (5.639, -1.268, -0.438)
H (5.710, -1.946, 1.123)
H (5.492, -3.774, -0.558)
H (4.100, -3.801, 0.405)
H (3.682, -5.169, -1.721)
H (2.252, -4.282, -0.856)
H (2.622, -3.821, -3.889)
H (1.821, -5.211, -3.324)
H (0.560, -2.776, -3.512)
H (0.068, -4.023, -2.611)
H (5.430, -2.148, -2.238)
H (4.705, -3.459, -3.131)
H (4.329, -1.664, -4.526)
H (2.813, -1.888, -3.851)
H (3.474, -0.108, -2.129)
H (4.361, 0.468, -3.378)
O (-1.139, -0.918, -2.048)
P (-2.297, 0.028, -2.148)
C (-2.663, 1.035, -0.695)
P (-1.224, 1.602, 0.187)
O (-0.335, 0.574, 0.798)
C (-0.356, 2.739, -0.925)
C (-0.743, 3.943, -1.465)
C (0.134, 4.830, -2.017)
C (1.519, 4.574, -2.126)
C (1.917, 3.315, -1.630)
C (0.979, 2.467, -1.011)
C (-1.985, 2.755, 1.309)
C (-2.906, 3.705, 0.884)
C (-3.472, 4.584, 1.829)
C (-3.076, 4.576, 3.100)
C (-2.140, 3.715, 3.536)
C (-1.541, 2.830, 2.632)
C (-1.781, 1.208, -3.388)
C (-0.419, 1.353, -3.846)
C (-0.019, 2.205, -4.852)
C (-0.921, 2.897, -5.578)
C (-2.293, 2.820, -5.185)
C (-2.714, 2.008, -4.195)
C (-3.862, -0.695, -2.741)
C (-3.691, -1.853, -3.534)
C (-4.847, -2.462, -4.028)
C (-6.138, -1.944, -3.757)
C (-6.267, -0.818, -2.979)
C (-5.126, -0.218, -2.391)
H (-3.255, 0.504, 0.112)
H (-3.283, 1.912, -0.811)
H (-1.791, 4.285, -1.491)
H (-0.335, 5.758, -2.466)
H (2.207, 5.377, -2.505)
H (2.973, 3.060, -1.714)
H (1.424, 1.625, -0.498)
H (-3.165, 3.828, -0.132)
H (-4.164, 5.332, 1.485)
H (-3.587, 5.211, 3.838)
H (-1.792, 3.802, 4.559)
H (-0.763, 2.167, 2.941)
H (0.367, 0.732, -3.289)
H (1.130, 2.132, -4.967)
H (-0.719, 3.627, -6.305)
H (-3.066, 3.320, -5.690)
H (-3.852, 1.875, -3.988)
H (-2.730, -2.271, -3.781)
H (-4.851, -3.430, -4.551)
H (-6.998, -2.410, -4.256)
H (-7.228, -0.311, -2.730)
H (-5.257, 0.687, -1.798)
Br (-1.687, -2.565, 0.574)
C (-1.650, -3.072, 2.496)
C (-2.841, -3.243, 3.089)
C (-2.776, -3.452, 4.459)
C (-1.683, -3.305, 5.242)
C (-0.385, -3.140, 4.589)
C (0.783, -3.143, 5.352)
C (1.962, -2.963, 4.625)
C (1.870, -2.705, 3.281)
C (0.759, -2.631, 2.409)
C (-0.393, -2.906, 3.105)
H (-3.732, -3.361, 2.526)
H (-3.691, -3.516, 4.997)
H (-1.737, -3.347, 6.268)
H (0.765, -3.288, 6.460)
H (2.948, -3.082, 5.057)
H (2.799, -2.642, 2.739)
C (0.111, 2.024, 6.573)
C (0.877, 1.972, 5.301)
C (1.560, 3.059, 4.780)
C (2.034, 3.036, 3.473)
N (1.905, 1.923, 2.738)
C (1.333, 0.846, 3.258)
C (0.846, 0.801, 4.547)
H (0.773, 2.254, 7.444)
H (-0.470, 1.138, 6.777)
H (-0.660, 2.756, 6.514)
H (1.514, 3.957, 5.360)
H (2.290, 3.970, 2.966)
H (1.375, -0.043, 2.723)
H (0.436, -0.100, 5.007)

Atoms 1-2, force components in eV/Å:
-0.1 0.0 0.1
0.8 -0.8 0.9

Values from the calculation:
ΔE to the lowest compared entry with this formula, charge and spin	38.4	kcal/mol
E_tot	-6103.6369	a.u.

Atom charges from the Mulliken analysis, given in e for atoms 1 to 99: K 0.757; N -0.309; C -1.009; C -0.976; N 0.767; C -0.565; C -1.027; N -0.227; C -1.301; C -0.463; N -0.367; H 0.107; H 0.187; H 0.446; H 0.489; H 0.333; H 0.644; H 0.375; H 0.213; H 0.393; H 0.412; H 0.106; H 0.186; H 0.531; H 0.541; H 0.439; H -0.048; H -0.005; H 0.251; O 0.338; P -0.136; C -1.094; P 0.431; O 0.856; C 1.165; C -0.041; C -0.732; C -0.673; C -0.790; C -0.626; C 0.253; C -0.562; C -1.201; C -0.507; C -0.416; C 0.433; C 0.630; C -0.069; C -0.264; C -0.776; C -0.452; C -0.653; C 0.404; C -0.726; C -0.514; C -0.505; C -0.642; C -0.078; H 0.564; H 0.795; H 0.108; H 0.290; H 0.352; H 0.440; H 0.426; H 0.211; H 0.404; H 0.319; H 0.342; H -0.155; H 0.096; H 0.263; H 0.424; H 0.483; H 0.146; H 0.395; H 0.350; H 0.371; H 0.331; H 0.342; Br -0.123; C 0.714; C -0.774; C -0.548; C -1.221; C 0.842; C -0.823; C -1.010; C -0.393; C -0.351; C 0.307; H 0.478; H 0.330; H 0.497; H 0.272; H 0.416; H 0.229; C -1.591; C 0.799


Entry 3:
The following is a DFT calculation (the ωB97M-V functional and the def2-TZVPD basis) of an isolated molecule of CH2ClNO in a non-equilibrium geometry.

CARTESIAN COORDINATES (ANGSTROEM)
C (-0.198, -0.367, -0.117)
N (0.581, -1.713, -0.453)
O (1.682, -1.765, 0.004)
Cl (-1.901, -0.779, -0.073)
H (-0.007, 0.308, -0.951)
H (0.136, 0.054, 0.830)

Atoms 1-2, force components in eV/Å:
0.8 -1.0 -0.2
0.1 0.8 0.4

Values from the calculation:
ΔE to the lowest compared entry with this formula, charge and spin	65.6	kcal/mol
SMILES string	O=NCCl
E_tot	-629.3962	a.u.

In elementary charge units, the Mulliken charges are: C -0.254; N 0.098; O -0.263; Cl -0.153; H 0.244; H 0.329


Entry 4:
The following is a DFT calculation (the ωB97M-V functional and the def2-TZVPD basis) of a cluster of 2 separate species, C18H42NOP in total in a non-equilibrium geometry.

CARTESIAN COORDINATES (ANGSTROEM)
C (-0.061, -2.919, -0.160)
C (-1.653, -3.254, -0.434)
C (-2.456, -1.818, -0.364)
C (-3.839, -1.865, 0.541)
C (-4.067, -0.334, 1.111)
C (-4.611, 0.736, -0.006)
C (-3.411, 1.461, -0.890)
C (-2.578, 2.413, 0.155)
P (-1.177, 3.447, -0.629)
C (0.204, 3.476, 0.745)
C (0.725, 1.917, 1.048)
N (1.992, 1.567, 0.265)
C (-0.365, 2.591, -2.129)
C (-1.348, 2.385, -3.429)
C (-1.203, 0.777, -3.864)
C (-2.565, 0.162, -4.538)
H (0.491, -2.775, -1.208)
H (0.105, -1.924, 0.472)
H (0.366, -3.821, 0.460)
H (-2.072, -4.074, 0.302)
H (-1.748, -3.636, -1.544)
H (-1.766, -0.911, -0.020)
H (-2.802, -1.545, -1.465)
H (-3.680, -2.554, 1.486)
H (-4.795, -2.160, -0.067)
H (-4.905, -0.394, 1.956)
H (-3.076, -0.023, 1.652)
H (-5.426, 0.240, -0.697)
H (-5.162, 1.630, 0.560)
H (-3.967, 2.154, -1.673)
H (-2.759, 0.711, -1.508)
H (-3.364, 3.193, 0.595)
H (-2.123, 1.851, 1.075)
H (1.123, 4.103, 0.380)
H (-0.272, 3.876, 1.759)
H (-0.089, 1.120, 0.695)
H (0.904, 1.791, 2.219)
H (2.699, 1.081, 0.892)
H (1.760, 0.843, -0.479)
H (0.159, 1.618, -1.745)
H (0.512, 3.314, -2.494)
H (-0.994, 3.073, -4.337)
H (-2.481, 2.675, -3.225)
H (-0.993, 0.134, -2.885)
H (-0.243, 0.712, -4.540)
H (-2.315, -0.148, -5.663)
H (-2.820, -0.870, -3.997)
H (-3.483, 0.903, -4.553)
C (5.928, -0.712, 4.300)
C (4.607, -0.711, 3.551)
O (4.740, -0.400, 2.165)
C (5.552, -1.281, 1.393)
C (5.055, -2.716, 1.386)
H (6.425, 0.259, 4.201)
H (5.763, -0.914, 5.364)
H (6.613, -1.471, 3.918)
H (3.958, 0.058, 3.982)
H (4.080, -1.663, 3.675)
H (6.593, -1.224, 1.727)
H (5.538, -0.899, 0.366)
H (5.059, -3.154, 2.387)
H (5.691, -3.337, 0.747)
H (4.026, -2.763, 1.013)

Atoms 1-2, force components in eV/Å:
-0.1 -0.4 0.0
0.6 1.2 -0.5

Values from the calculation:
SMILES string	CCCCCCCCP(CCN)CCCC.CCOCC
E_tot	-1182.0933	a.u.

In elementary charge units, the Mulliken charges are: C -0.764; C -0.376; C 1.248; C -0.781; C -0.486; C -0.784; C 0.345; C -0.575; P -0.193; C -0.729; C 0.393; N -0.621; C -0.237; C -0.558; C -0.021; C -0.958; H 0.224; H 0.141; H 0.284; H 0.354; H 0.211; H -0.764; H -0.395; H 0.351; H 0.285; H 0.310; H 0.155; H 0.331; H 0.338; H 0.276; H -0.368; H 0.345; H 0.160; H 0.428; H 0.298; H -0.444; H 0.314; H 0.183; H 0.261; H -0.150; H 0.358; H 0.373; H 0.206; H -0.173; H 0.434; H 0.304; H 0.202; H 0.259; C -1.055; C -0.329; O -0.407; C -0.340; C -0.949; H 0.302; H 0.380; H 0.266; H 0.315; H 0.323; H 0.300; H 0.342; H 0.259; H 0.389; H 0.204


E_tot of number 3 (CH2ClNO)?
-629.3962 a.u.